No. 1
ORCA calculation (the ωB97M-V functional and the def2-TZVPD basis) on a structure of composition C13H17FeN3O2 at a distorted geometry.

The calculation puts the electronic energy at -2083.77633 Eh. Its multiplicity is 5. As for the HOMO energy (alpha / beta): -5.809 / -5.754 eV.

```
36
Properties=species:S:1:pos:R:3:forces:R:3:mulliken_charge:R:1
C 1.5871 0.1568 1.0189 1.7 -1.3 -2.1 -1.040
C 0.3436 0.3130 1.7860 -2.2 -0.5 0.6 -0.841
H 1.9519 -0.8638 1.1789 0.2 0.3 -0.2 0.388
H 2.1565 0.8787 1.5041 2.0 0.8 0.7 0.448
H 1.8172 0.4439 -0.0407 -0.8 -0.3 0.4 0.318
H -0.7178 0.2443 1.4567 0.5 0.1 -0.6 0.066
H 0.4110 -0.6014 2.3321 -0.5 -0.5 1.3 0.348
H 0.4429 1.1914 2.3898 -0.5 0.4 0.5 0.422
C 1.4126 -0.8647 -2.5920 -1.4 0.2 -0.8 0.019
C 1.5523 -1.3797 -3.8852 -1.0 0.3 0.4 -0.771
C 0.4172 -1.4815 -4.7018 -0.5 0.4 0.5 -0.391
C -0.8541 -1.1213 -4.2092 -0.2 0.1 0.2 -0.750
H 2.2541 -0.8087 -1.9052 -0.2 0.2 -0.1 0.427
H 2.5285 -1.6519 -4.2317 0.2 -0.2 -0.2 0.412
H 0.4860 -1.8282 -5.7262 0.2 0.0 0.1 0.419
H -1.7909 -1.1474 -4.8156 1.2 -0.3 0.4 0.279
N 0.2075 -0.4132 -2.1583 0.0 -2.9 -3.1 0.197
C -0.9487 -0.6405 -2.9012 2.3 0.2 -0.5 0.776
C -2.1933 -0.2472 -2.2372 -1.6 1.3 1.1 0.463
N -2.0291 0.3057 -0.9727 -4.1 -1.9 -1.3 0.308
C -3.0954 0.5879 -0.1803 0.6 -0.3 -1.4 -0.107
C -4.5622 0.0922 -2.0085 0.4 -0.3 -1.1 -0.350
C -4.3848 0.5024 -0.6922 0.1 0.0 0.0 -0.771
H -2.8664 0.8878 0.8440 -0.1 0.1 -0.4 0.460
H -5.2253 0.7978 -0.0738 0.1 -0.2 -0.1 0.393
C -3.4704 -0.2983 -2.8180 0.6 0.1 0.4 -0.738
H -3.5438 -0.5844 -3.8919 -0.4 0.1 1.2 0.291
H -5.5468 0.0705 -2.4790 0.2 0.1 0.4 0.401
Fe -0.2524 0.5847 -0.6705 3.5 1.6 4.6 -0.033
C 0.3010 2.4304 -0.2909 -0.4 0.6 -0.3 -1.066
H -0.6566 2.9324 -0.0957 0.3 0.5 -0.2 0.267
H 0.7757 2.7623 -1.2200 -0.1 0.6 0.2 0.243
H 0.9582 2.5476 0.5710 0.0 0.1 -0.3 0.288
O 0.8782 -2.9031 2.0085 -0.2 1.7 -0.7 -0.453
N 0.0638 -3.4083 1.2318 -0.3 -3.2 0.5 0.219
O -0.5608 -2.7875 0.3618 0.5 2.1 -0.2 -0.538
```
Positions in Å, forces in eV/Å.

No. 2
ORCA calculation (the ωB97M-V functional and the def2-TZVPD basis) on the ion C4H11N2O with charge -1 at a distorted geometry.

The calculation puts the electronic energy at -343.70738 Eh. As for the HOMO energy: -2.406 eV. As for the energy above the lowest of the compared OMol25 structures with the same formula, charge and spin: 40.0 kcal/mol. The charge is -1.

```
18
Properties=species:S:1:pos:R:3:forces:R:3:mulliken_charge:R:1
N -2.0500 0.3201 -0.9337 -0.8 0.6 -0.4 -0.616
C -1.1268 -0.5667 -1.5865 1.6 -0.1 0.8 -0.614
N -0.1067 -1.2065 -0.7421 1.0 -0.4 0.2 -0.376
C 1.1522 -0.4680 -0.3989 -0.7 0.1 0.2 -0.867
C 0.9096 0.7772 0.4756 2.2 0.1 -1.6 -0.465
C 0.6884 0.4226 1.9977 -2.3 1.9 -0.4 -0.325
O 1.7023 0.7834 2.7542 0.6 -0.9 0.2 -0.857
H -2.7016 -0.0881 -0.2808 0.2 -0.4 0.0 0.244
H -1.5727 1.0666 -0.4517 0.2 -0.1 0.1 0.287
H -0.5423 0.0177 -2.3067 -0.2 0.0 -0.1 0.375
H -1.6165 -1.3687 -2.1377 -0.5 0.2 0.1 0.310
H -0.4682 -1.4705 0.1608 -0.6 -0.2 0.1 0.305
H 1.6896 -0.3034 -1.3390 -0.1 0.3 0.0 0.360
H 1.8023 -1.1017 0.2149 -0.2 -0.4 -0.2 0.354
H 1.8634 1.3390 0.4947 0.0 -0.4 0.3 0.269
H 0.3861 1.4736 -0.1952 -1.2 0.1 0.8 0.408
H -0.2677 1.0035 2.2960 0.2 -0.3 -0.2 0.119
H 0.2589 -0.6301 1.9784 0.7 -0.2 0.3 0.089
```
Positions in Å, forces in eV/Å.

No. 3
ORCA calculation (the ωB97M-V functional and the def2-TZVPD basis) on a cluster of 7 separate species, C29H57NO25S in total at a distorted geometry.

The calculation puts the electronic energy at -3473.10620 Eh. As for the HOMO energy: -9.928 eV.

```
113
Properties=species:S:1:pos:R:3:forces:R:3:mulliken_charge:R:1
H 3.2423 0.1470 3.9686 0.0 0.0 0.1 0.296
N 3.8711 -0.2177 3.2547 0.6 -0.2 1.0 -0.786
C 3.4090 -0.0038 2.1105 -0.6 0.4 -0.3 0.802
C 2.1136 0.7451 1.9198 0.2 -0.1 -0.2 -1.346
C 4.2214 -0.4865 0.9445 0.0 -0.1 0.3 -0.735
C 4.0093 -1.9770 0.5972 0.5 0.7 -0.4 -0.007
O 3.6216 -2.6867 1.7985 -0.5 -0.3 -0.7 -0.330
S 2.4520 -3.7359 1.6292 -0.9 -1.1 1.4 1.249
O 2.7864 -4.8554 0.8166 0.5 0.3 -1.4 -0.736
O 2.0555 -4.1168 2.9424 0.0 0.6 0.7 -0.542
C 1.1178 -2.7693 0.9411 1.2 0.7 -0.9 0.932
C -0.0955 -3.6475 0.7129 -0.5 -0.1 0.3 -1.301
O -1.2767 -2.8861 0.5948 0.2 0.1 -0.3 -0.147
C -1.6854 -2.3128 1.8087 -0.1 0.2 0.3 -0.416
O -3.0090 -1.9387 1.7250 0.1 0.1 0.2 -0.450
C -3.2330 -0.7494 0.9820 -0.3 -0.1 -0.4 -0.648
C -3.6684 -1.0288 -0.4440 0.0 0.4 0.0 -0.135
O -2.5970 -0.8116 -1.3561 0.0 -0.1 -0.2 -0.537
C 1.6176 -2.0443 -0.3368 -0.5 -0.8 -0.2 -1.162
C 3.0985 -2.2146 -0.6087 -0.2 0.1 -0.3 -0.227
O 3.4300 -1.3459 -1.6807 0.4 0.4 0.2 -0.672
H 1.5027 0.6168 2.8023 -0.3 -0.2 0.2 0.411
H 1.5705 0.4473 1.0292 -0.1 0.0 -0.1 0.198
H 2.3108 1.8092 1.8484 0.2 0.2 -0.2 0.361
H 5.2530 -0.3855 1.2470 0.3 0.1 0.1 0.481
H 4.0872 0.1534 0.0798 -0.2 0.0 -0.2 0.413
H 4.9868 -2.3579 0.3209 0.2 -0.3 0.0 0.415
H 0.9233 -2.0042 1.6784 0.0 0.0 0.5 -0.073
H 0.0114 -4.2047 -0.2093 0.1 -0.1 -0.2 0.413
H -0.2316 -4.3523 1.5309 0.2 -0.2 0.2 0.506
H -1.5686 -3.0237 2.6265 -0.2 -0.3 0.1 0.229
H -1.0938 -1.4266 2.0690 0.3 0.1 -0.2 0.432
H -4.0334 -0.2081 1.4710 -0.2 0.0 0.3 0.418
H -2.3663 -0.0890 0.9644 0.3 -0.1 0.1 0.287
H -4.0323 -2.0478 -0.4930 -0.1 -0.3 0.0 0.242
H -4.4846 -0.3518 -0.6941 -0.2 0.0 0.0 0.343
H -2.9239 -1.0728 -2.2256 0.2 0.0 0.1 0.278
H 1.3212 -1.0069 -0.3689 0.1 0.3 0.2 0.252
H 1.1040 -2.5077 -1.1718 -0.1 0.0 -0.3 0.469
H 3.2666 -3.2159 -0.9867 0.0 -0.4 0.3 0.410
H 4.3710 -1.1331 -1.6070 -0.1 -0.1 -0.3 0.405
C -7.2452 -1.9750 -4.0323 0.1 0.1 -0.2 -0.537
O -8.3232 -2.4542 -3.2237 0.0 0.0 0.0 -0.323
C -8.2245 -2.1360 -1.9335 -0.1 0.0 -0.1 0.812
O -7.3308 -1.5059 -1.4294 0.0 0.0 0.0 -0.532
O -9.2864 -2.6325 -1.2990 0.0 0.0 0.0 -0.327
C -9.3120 -2.3631 0.1040 -0.1 0.0 0.2 -0.616
H -7.4479 -2.3006 -5.0484 -0.1 -0.1 0.1 0.227
H -7.1974 -0.8873 -4.0093 0.1 0.0 0.1 0.253
H -6.2998 -2.4032 -3.7027 0.0 0.1 0.1 0.262
H -9.3422 -1.2910 0.2892 0.1 0.0 0.0 0.287
H -8.4493 -2.8076 0.5969 0.1 0.1 0.0 0.290
H -10.2182 -2.8177 0.4938 0.0 -0.1 -0.2 0.211
C -7.4723 4.0729 -5.7437 -0.2 0.1 -0.1 -0.705
O -6.2065 4.1366 -5.0817 0.1 0.0 0.0 -0.282
C -5.7544 2.9615 -4.6459 0.0 0.0 0.0 0.749
O -6.3088 1.9010 -4.7682 0.0 0.0 0.0 -0.577
O -4.5749 3.1642 -4.0504 -0.1 -0.4 -0.2 -0.327
C -3.9724 1.9749 -3.5343 0.2 -0.2 0.2 -0.780
H -7.7201 5.0869 -6.0440 0.1 0.0 0.1 0.217
H -7.4114 3.4429 -6.6289 0.0 -0.1 0.1 0.301
H -8.2403 3.7029 -5.0676 0.0 -0.1 0.0 0.330
H -3.7747 1.2664 -4.3370 -0.1 0.0 0.0 0.349
H -4.6065 1.5234 -2.7735 -0.1 -0.1 -0.1 0.316
H -3.0288 2.2632 -3.0795 0.0 0.2 0.0 0.308
C 3.2857 5.6703 -0.2476 -0.2 0.1 -0.1 -0.611
O 4.5634 5.8004 0.3791 0.0 0.0 0.0 -0.335
C 5.0325 4.6732 0.9125 0.1 0.1 0.0 0.811
O 4.4798 3.6025 0.9032 -0.1 0.0 0.0 -0.515
O 6.2187 4.9327 1.4591 0.0 0.0 0.0 -0.319
C 6.8433 3.8031 2.0746 0.2 -0.1 0.1 -0.590
H 3.0255 6.6508 -0.6352 0.1 0.1 0.1 0.219
H 3.3320 4.9614 -1.0722 0.0 -0.1 0.1 0.278
H 2.5326 5.3613 0.4749 0.0 -0.1 0.0 0.287
H 7.0304 3.0208 1.3414 -0.1 0.0 0.0 0.265
H 6.2302 3.4195 2.8879 -0.1 -0.1 -0.1 0.293
H 7.7912 4.1495 2.4757 0.0 0.2 -0.1 0.211
C 2.2093 -4.6155 5.6597 0.0 -0.1 0.1 -0.577
O 1.9059 -4.2441 7.0170 0.0 -0.1 0.0 -0.274
C 2.6130 -4.8858 7.9397 -0.1 0.1 -0.1 0.734
O 3.4551 -5.7228 7.7396 0.0 0.0 0.1 -0.541
O 2.2286 -4.4419 9.1434 0.0 0.0 0.0 -0.329
C 2.9128 -5.0518 10.2364 0.0 0.0 0.2 -0.637
H 1.5718 -4.0274 5.0232 -0.2 0.2 0.2 0.240
H 3.2471 -4.3941 5.4252 0.0 -0.1 0.0 0.301
H 1.9996 -5.6712 5.4985 0.1 0.0 0.0 0.297
H 3.9814 -4.8508 10.1828 0.0 -0.1 -0.1 0.291
H 2.7321 -6.1252 10.2539 0.1 0.0 -0.1 0.291
H 2.5124 -4.6086 11.1442 -0.1 0.1 -0.1 0.219
C 6.1351 -2.2266 -5.1485 -0.2 -0.1 -0.1 -0.581
O 7.5187 -1.8760 -5.0601 0.0 0.0 0.0 -0.318
C 7.9696 -1.7257 -3.8164 0.0 0.0 -0.1 0.817
O 7.3208 -1.8587 -2.8095 0.0 0.1 0.0 -0.531
O 9.2606 -1.4042 -3.8769 0.0 0.0 0.0 -0.327
C 9.8818 -1.2121 -2.6042 0.2 0.0 0.2 -0.614
H 5.9022 -2.3169 -6.2053 0.2 0.0 0.0 0.218
H 5.9481 -3.1805 -4.6591 0.0 0.1 0.1 0.285
H 5.5117 -1.4488 -4.7113 0.0 0.0 0.1 0.260
H 9.8421 -2.1261 -2.0149 -0.1 0.0 0.0 0.290
H 9.4086 -0.3935 -2.0650 -0.1 -0.1 0.0 0.284
H 10.9198 -0.9579 -2.7977 0.0 0.0 -0.2 0.217
C -4.3226 6.0289 -3.3895 0.1 0.1 -0.1 -0.379
O -3.9027 6.8091 -2.2591 0.0 0.1 0.0 -0.340
C -4.5834 6.5613 -1.1451 0.0 0.0 0.0 0.787
O -5.4815 5.7677 -1.0225 0.0 0.0 0.0 -0.547
O -4.0991 7.3454 -0.1768 0.0 0.0 0.0 -0.335
C -4.7439 7.1827 1.0866 0.0 0.0 0.2 -0.631
H -3.6969 6.3218 -4.2290 0.1 0.1 0.1 0.333
H -4.1865 4.9707 -3.2034 -0.1 0.2 0.1 0.117
H -5.3602 6.2399 -3.6359 0.0 -0.1 0.1 0.284
H -4.6223 6.1649 1.4530 -0.1 0.0 -0.1 0.293
H -5.8006 7.4337 1.0148 0.0 -0.1 0.0 0.291
H -4.2610 7.8695 1.7760 0.1 0.0 -0.1 0.214
```
Positions in Å, forces in eV/Å.

No. 4
ORCA calculation (the ωB97M-V functional and the def2-TZVPD basis) on a structure of composition C6H8O2 at a distorted geometry.

The calculation puts the electronic energy at -383.70107 Eh. As for the HOMO energy: -8.781 eV. As for the energy above the lowest of the compared OMol25 structures with the same formula, charge and spin: 131.2 kcal/mol.

```
16
Properties=species:S:1:pos:R:3:forces:R:3:mulliken_charge:R:1
C -0.6236 0.6906 1.8737 -1.3 -1.3 0.6 -1.183
C 0.1817 0.2911 0.5958 -5.7 -1.5 0.6 0.468
C 1.3302 0.7410 0.2800 2.6 5.9 1.7 0.020
C 1.4274 -0.2369 -1.7560 -1.0 -1.6 0.4 -0.364
C 0.2681 -0.9377 -1.5409 5.1 2.2 1.8 -0.707
C -0.4889 -0.7251 -0.2897 0.3 -4.1 -0.3 0.351
H -0.3512 1.7875 2.2263 -0.6 -2.6 -0.4 0.341
H -0.3478 -0.2526 2.6727 -1.0 3.1 -1.8 0.242
H -1.9505 0.6125 1.6967 4.2 0.4 0.5 0.236
H 1.4965 1.7743 0.8619 0.9 -2.5 -1.1 0.152
H 1.9660 -0.3292 -2.6809 0.3 0.4 -0.1 0.380
H -0.2790 -1.4851 -2.2330 0.0 -0.9 -1.6 0.424
H -0.7183 -1.7219 0.3520 0.8 1.9 -1.2 0.149
H -2.3599 -0.1725 -0.1783 2.1 -1.7 -4.6 0.321
O 2.1262 0.5474 -0.7832 -1.6 -1.4 -1.4 -0.329
O -1.6769 -0.5835 -1.0972 -5.1 3.9 6.9 -0.501
```
Positions in Å, forces in eV/Å.